{"formula": "C16H23N7O3", "method": "the ωB97M-V functional and the def2-TZVPD basis", "elements": ["C", "O", "C", "C", "C", "C", "C", "C", "N", "C", "N", "C", "N", "C", "C", "C", "N", "C", "C", "N", "C", "N", "C", "N", "O", "O", "H", "H", "H", "H", "H", "H", "H", "H", "H", "H", "H", "H", "H", "H", "H", "H", "H", "H", "H", "H", "H", "H", "H"], "xyz": [[-2.713, -1.123, -2.299], [-2.086, -0.011, -1.713], [-0.864, 0.364, -2.171], [-0.183, -0.254, -3.214], [1.032, 0.243, -3.657], [1.580, 1.374, -3.082], [0.922, 1.988, -2.031], [-0.278, 1.483, -1.553], [-0.898, 2.107, -0.460], [-1.249, 1.466, 0.663], [-0.976, 0.171, 0.729], [-1.261, -0.483, 1.848], [-0.943, -1.784, 1.939], [-0.490, -2.615, 0.846], [0.784, -2.091, 0.181], [1.967, -2.019, 1.161], [3.050, -1.136, 0.777], [3.629, -1.459, -0.509], [2.714, 0.269, 0.870], [-1.829, 0.046, 2.939], [-2.138, 1.335, 2.915], [-2.719, 1.828, 4.012], [-1.855, 2.154, 1.769], [-2.119, 3.508, 1.750], [-1.783, 4.183, 0.769], [-2.679, 4.040, 2.713], [-2.111, -2.031, -2.189], [-3.653, -1.247, -1.764], [-2.922, -0.954, -3.361], [-0.599, -1.124, -3.698], [1.542, -0.256, -4.467], [2.517, 1.770, -3.439], [1.341, 2.864, -1.558], [-1.006, 3.123, -0.443], [-1.207, -2.220, 2.807], [-0.317, -3.615, 1.249], [-1.280, -2.676, 0.087], [1.028, -2.744, -0.658], [0.572, -1.095, -0.201], [2.393, -3.019, 1.299], [1.601, -1.672, 2.131], [4.559, -0.901, -0.622], [2.973, -1.209, -1.357], [3.859, -2.522, -0.540], [3.628, 0.851, 0.747], [2.302, 0.474, 1.857], [1.991, 0.601, 0.111], [-2.869, 1.206, 4.786], [-2.958, 2.812, 4.033]], "e_tot_ha": -1232.4568, "charge": 0, "relative_energy_kj_mol": 267.5, "smiles": "COc1ccccc1Nc1nc(NCCCN(C)C)nc(N)c1[N+](=O)[O-]"}